C36H54CsIN5O6P | the ωB97M-V functional and the def2-TZVPD basis

The geometry in XYZ format:
```
104
Properties=species:S:1:pos:R:3:forces:R:3
Cs 0.62669 0.86628 -0.54273 -0.1 0.0 -0.1
C -2.12630 -6.57425 -0.34158 0.0 0.0 0.0
O -2.30131 -6.22094 1.01172 0.0 0.0 0.0
C -2.01083 -4.92382 1.35408 0.0 0.0 0.0
C -2.14492 -4.62321 2.72218 0.0 0.0 0.0
C -1.85065 -3.34627 3.13154 0.0 0.0 0.0
C -1.42112 -2.32781 2.26454 0.0 0.0 0.0
C -1.05914 -1.01752 2.81263 0.0 0.0 0.0
C -1.35764 -0.74639 4.28677 0.0 0.0 0.0
O -0.51257 -0.12741 2.18024 0.0 0.0 0.0
C -1.30347 -2.62271 0.85749 0.0 0.0 0.0
O -0.95845 -1.77631 -0.01675 0.0 0.1 0.0
C -1.61522 -3.96963 0.45531 0.0 0.0 0.0
H -2.37131 -7.63229 -0.41584 0.0 0.0 0.0
H -1.09394 -6.41584 -0.66676 0.0 0.0 0.0
H -2.79064 -6.00174 -0.99572 0.0 0.0 0.0
H -2.45822 -5.39464 3.41218 0.0 0.0 0.0
H -1.94208 -3.12660 4.18797 0.0 0.0 0.0
H -2.40620 -0.93281 4.52547 0.0 0.0 0.0
H -1.11542 0.29559 4.48221 0.0 0.0 0.0
H -0.74562 -1.38081 4.93139 0.0 0.0 0.0
H -1.50476 -4.18420 -0.59866 0.0 0.0 0.0
N 3.40556 0.26439 0.14627 0.1 0.0 0.0
P 4.01320 -1.07720 0.47046 0.0 0.0 0.0
N 3.70096 -1.67258 2.05291 0.0 0.0 0.0
C 3.35881 -0.69395 3.06660 0.0 0.0 0.0
C 2.44944 -1.30818 4.15457 0.0 0.0 0.0
C 1.85685 -2.62336 3.66687 0.0 0.0 0.0
C 2.98242 -3.61845 3.39480 0.0 0.0 0.0
C 4.12788 -2.93939 2.59809 0.0 0.0 0.0
N 3.61806 -2.52564 -0.38120 0.0 0.0 0.0
C 2.22244 -2.95049 -0.16032 0.0 0.0 0.0
C 1.76832 -3.93707 -1.24176 0.0 0.0 0.0
C 2.94850 -4.78862 -1.69488 0.0 0.0 0.0
C 3.99384 -3.88721 -2.37254 0.0 0.0 0.0
C 3.91119 -2.46266 -1.81304 0.0 0.0 0.0
N 5.72915 -1.17477 0.24629 0.0 0.0 0.0
C 6.45627 0.06183 0.43740 0.0 0.0 0.0
C 7.66592 0.12623 -0.48953 0.0 0.0 0.0
C 8.56182 -1.09340 -0.28645 0.0 0.0 0.0
C 7.74863 -2.37670 -0.43193 0.0 0.0 0.0
C 6.52882 -2.35245 0.48934 0.0 0.0 0.0
H 2.86450 0.12689 2.54857 0.0 0.0 0.0
H 4.26625 -0.28105 3.54359 0.0 0.0 0.0
H 1.66027 -0.59904 4.41612 0.0 0.0 0.0
H 3.02397 -1.49992 5.06955 0.0 0.0 0.0
H 1.29940 -2.44441 2.74692 0.0 0.0 0.0
H 1.15038 -3.03784 4.39278 0.0 0.0 0.0
H 2.59090 -4.47931 2.84600 0.0 0.0 0.0
H 3.37277 -4.00058 4.34515 0.0 0.0 0.0
H 4.44209 -3.58431 1.78003 0.0 0.0 0.0
H 5.00220 -2.80449 3.26016 0.0 0.0 0.0
H 1.53844 -2.09493 -0.13808 0.0 0.0 0.0
H 2.15989 -3.43764 0.81486 0.0 0.0 0.0
H 1.35841 -3.39382 -2.09841 0.0 0.0 0.0
H 0.95896 -4.54960 -0.83842 0.0 0.0 0.0
H 2.62815 -5.58787 -2.37024 0.0 0.0 0.0
H 3.39072 -5.27024 -0.81704 0.0 0.0 0.0
H 3.82392 -3.85698 -3.45427 0.0 0.0 0.0
H 4.99794 -4.29396 -2.21444 0.0 0.0 0.0
H 3.14338 -1.88523 -2.34438 0.0 0.0 0.0
H 4.85348 -1.93432 -1.95473 0.0 0.0 0.0
H 6.81218 0.15420 1.48344 0.0 0.0 0.0
H 5.75387 0.87460 0.24924 0.0 0.0 0.0
H 8.22687 1.04933 -0.31019 0.0 0.0 0.0
H 7.30686 0.15190 -1.52333 0.0 0.0 0.0
H 8.98595 -1.05676 0.72548 0.0 0.0 0.0
H 9.40511 -1.08565 -0.98484 0.0 0.0 0.0
H 8.36638 -3.25378 -0.20945 0.0 0.0 0.0
H 7.39864 -2.47184 -1.46540 0.0 0.0 0.0
H 6.88378 -2.39473 1.53786 0.0 0.0 0.0
H 5.91494 -3.23484 0.31282 0.0 0.0 0.0
C -7.44115 1.98754 -3.04546 0.0 0.0 0.0
C -6.02834 2.48854 -2.88903 0.0 0.0 0.0
C -5.73564 3.58008 -2.08368 0.0 0.0 0.0
C -4.43137 4.04122 -1.91803 0.0 0.0 0.0
C -4.17618 5.24182 -1.04520 0.0 0.0 0.0
C -3.37927 3.37977 -2.55653 0.0 0.0 0.0
C -3.65761 2.27277 -3.36406 0.0 0.0 0.0
C -2.55581 1.51507 -4.05563 0.0 0.0 0.0
C -4.97349 1.85269 -3.53054 0.0 0.0 0.0
C -1.93089 3.86132 -2.37519 0.0 -0.1 -0.1
O -1.70975 5.04823 -2.68037 0.0 0.0 0.0
O -1.13162 2.99366 -1.95301 0.0 0.0 0.1
H -8.16119 2.72690 -2.69056 0.0 0.0 0.0
H -7.60154 1.06847 -2.47527 0.0 0.0 0.0
H -7.67102 1.76575 -4.08996 0.0 0.0 0.0
H -6.54441 4.09340 -1.56960 0.0 0.0 0.0
H -5.09633 5.55447 -0.54651 0.0 0.0 0.0
H -3.77273 6.06308 -1.63648 0.0 0.0 0.0
H -3.42388 5.01871 -0.28658 0.0 0.0 0.0
H -1.83663 2.19005 -4.52172 0.0 0.0 0.0
H -2.97910 0.85123 -4.81438 0.0 0.0 0.0
H -1.99317 0.92639 -3.32918 0.0 0.0 0.0
H -5.17582 0.99740 -4.17070 0.0 0.0 0.0
N -1.34615 -1.97548 -2.67777 -0.1 -0.1 -0.1
C -0.46653 -1.48630 -3.54868 0.1 0.0 0.0
O 0.64329 -1.05574 -3.26229 0.0 0.0 0.0
C -0.81088 -1.40173 -5.03211 0.0 0.0 0.0
I -2.54496 -2.43929 -5.74588 0.0 0.0 0.0
H -1.15593 -1.95980 -1.64641 0.0 0.0 0.0
H -2.25894 -2.24791 -2.99901 0.0 0.0 0.0
H 0.02922 -1.78622 -5.59861 0.0 0.0 0.0
H -0.97143 -0.35749 -5.28356 0.0 0.0 0.0
```
Forces are in eV/Å.

- LUMO: 3.276 eV
- Energy relative to the best compared isomer or geometry (same formula, charge and spin): 5.33 kcal per mole
- Net charge: -2
- HOMO energy: -0.0679 Eh
- Gap between HOMO and LUMO: 5.123 eV

Results of the Mulliken charge analysis, in e, for atoms 1 through 6: number 1, Cs, carries 1.351; number 2, C, carries -0.704; number 3, O, carries -0.508; number 4, C, carries 1.099; number 5, C, carries -1.205; number 6, C, carries -0.452

C5H26N10O8 | the ωB97M-V functional and the def2-TZVPD basis

The geometry in XYZ format:
```
49
Properties=species:S:1:pos:R:3:forces:R:3
C 0.78626 3.04248 2.32018 1.8 0.6 1.5
O 1.23690 2.36783 1.43011 0.4 -0.9 -0.9
N -0.41682 3.58159 2.34453 -3.0 0.7 -0.2
N 1.57357 3.43143 3.41097 -0.7 0.4 0.3
H -0.59959 4.42987 2.87128 0.1 -0.6 -0.1
H -1.18035 3.21025 1.76338 0.8 0.3 0.3
H 2.53429 3.22960 3.37751 1.0 -0.5 -0.4
H 1.24479 3.51134 4.36522 -0.5 0.0 -0.5
C 0.58904 -3.01698 1.14653 -2.3 -2.3 0.4
O -0.44366 -2.39600 1.35848 -0.8 0.7 0.1
N 1.77151 -2.44986 0.96336 2.2 -1.7 -0.9
N 0.52460 -4.41332 1.10522 0.6 0.1 0.0
H 1.69302 -1.57049 0.53101 0.0 1.6 -0.3
H 2.43872 -3.06875 0.44991 -0.4 0.7 0.8
H 1.35444 -4.96171 0.95960 0.2 0.2 -0.1
H -0.28762 -4.97079 1.35126 0.1 1.0 0.0
C -2.64942 0.65261 1.44592 -1.4 2.7 0.8
O -3.23885 1.74828 1.29118 0.2 -0.5 -0.8
N -1.60159 0.30220 0.71201 1.4 -3.4 0.7
N -3.02073 -0.08080 2.54221 -2.5 0.5 0.5
H -1.53100 0.53389 -0.24505 -0.1 0.9 -0.8
H -1.21187 -0.66998 0.85756 -0.2 1.2 0.1
H -2.85150 -1.03086 2.45678 1.0 -2.3 0.0
H -4.06429 -0.01037 2.75072 2.1 0.6 -0.4
C 1.62399 -0.02763 -1.76699 0.1 0.2 0.5
O 2.33971 -0.81575 -2.39958 -0.3 0.5 0.5
N 0.35979 0.28570 -2.20255 0.2 -0.3 -0.3
N 2.00658 0.46466 -0.52012 0.1 -0.2 -0.9
H 0.15091 -0.09423 -3.11070 0.0 -0.3 0.0
H -0.13650 1.15542 -2.09845 0.4 0.4 0.5
H 1.48839 1.20650 -0.05994 0.0 -0.1 0.0
H 3.01355 0.51051 -0.37678 -0.5 -0.1 -0.1
C -2.80613 2.13643 -2.11192 1.9 1.3 -2.5
O -2.02913 2.16925 -3.10353 -1.3 -0.2 1.3
N -3.42137 0.98662 -1.73742 -0.4 0.5 1.2
N -3.08303 3.28199 -1.40157 -0.4 -1.9 0.0
H -3.09231 0.16714 -2.20599 0.4 -0.3 0.0
H -3.56539 0.95547 -0.72799 -0.5 -0.3 -0.4
H -2.75332 4.14115 -1.79212 0.3 0.1 0.3
H -3.29878 3.09122 -0.43236 -0.1 0.8 0.2
O 3.93428 -4.17677 -0.19360 0.2 0.1 0.2
H 4.59771 -4.57622 0.38678 -0.2 0.2 -0.2
H 4.33200 -3.34045 -0.50176 0.2 -0.2 -0.2
O -1.87919 -1.50404 -3.19415 -0.4 0.9 -0.9
H -2.48036 -2.05545 -2.65948 0.0 0.5 -1.0
H -2.30999 -1.00516 -3.95651 0.3 -1.4 1.7
O 4.84392 -1.71250 -1.56570 0.9 -0.6 0.8
H 5.54912 -1.27753 -2.06300 -0.7 0.0 0.0
H 3.96571 -1.36778 -1.76446 -0.4 0.5 -0.8
```
Forces are in eV/Å.

- LUMO: 0.506 eV
- Energy relative to the best compared isomer or geometry (same formula, charge and spin): 14.05 kcal per mole
- Net charge: 0
- HOMO energy: -0.3534 Eh
- Gap between HOMO and LUMO: 10.123 eV

Results of the Mulliken charge analysis, in e, for atoms 1 through 6: number 1, C, carries 0.575; number 2, O, carries -0.682; number 3, N, carries -0.341; number 4, N, carries -0.511; number 5, H, carries 0.201; number 6, H, carries 0.218

C5H6 | the ωB97M-V functional and the def2-TZVPD basis

The geometry in XYZ format:
```
11
Properties=species:S:1:pos:R:3:forces:R:3
C -0.84443 -1.03922 -0.00937 -1.0 -4.7 0.0
C -0.13246 0.21737 0.00219 -1.1 3.4 -1.2
C -0.88783 1.35360 0.03683 2.1 1.3 -1.0
C 1.32176 0.25559 -0.12984 -1.7 -0.3 0.9
C 2.50066 0.12149 0.01113 3.3 -1.4 0.4
H -1.93635 -1.12272 -0.26758 0.9 1.2 0.3
H -0.77960 -1.49318 1.00888 0.0 0.1 -0.6
H -0.45983 -1.86647 -0.70351 0.2 1.3 0.9
H -0.39883 2.37340 -0.08524 -0.4 -1.5 0.5
H -1.96573 1.45010 -0.05660 0.1 -0.8 0.4
H 3.58264 -0.24995 0.19311 -2.6 1.3 -0.6
```
Forces are in eV/Å.

- LUMO: 1.009 eV
- Energy relative to the best compared isomer or geometry (same formula, charge and spin): 51.40 kcal per mole
- Net charge: 0
- HOMO energy: -0.3329 Eh
- Gap between HOMO and LUMO: 10.067 eV

Results of the Mulliken charge analysis, in e, for atoms 1 through 6: number 1, C, carries -1.092; number 2, C, carries 0.669; number 3, C, carries -0.853; number 4, C, carries -0.469; number 5, C, carries -0.020; number 6, H, carries 0.325

C4H12NS3 | the ωB97M-V functional and the def2-TZVPD basis

The geometry in XYZ format:
```
20
Properties=species:S:1:pos:R:3:forces:R:3
C -1.10879 1.63113 2.69449 0.1 0.2 0.0
C -0.39415 0.29118 2.54052 0.0 0.1 -0.1
S 0.43468 0.13355 0.92509 0.0 0.0 -0.1
N -2.18187 1.85038 1.71957 0.0 0.2 0.3
H -0.37157 2.43291 2.57707 0.0 -0.1 -0.1
H -1.54067 1.75461 3.69652 0.0 -0.1 0.0
H -1.13560 -0.50242 2.64369 -0.1 -0.2 0.1
H 0.33227 0.17002 3.34738 0.0 0.0 0.1
H -2.88776 1.14466 1.89091 -0.1 -0.1 -0.1
H -1.77226 1.61799 0.82141 0.1 -0.1 -0.2
C 2.05485 -2.29586 -1.38360 0.3 -0.4 -0.2
S 1.09235 -2.51429 -2.90309 0.1 0.4 -0.1
S 1.32833 -0.67383 -3.81180 -0.1 -0.5 0.2
C 0.03511 0.28934 -3.00540 0.3 0.0 0.5
H 3.09780 -2.12000 -1.64162 0.0 0.0 0.0
H 1.66858 -1.49962 -0.76698 -0.2 0.2 0.2
H 1.98328 -3.23524 -0.82429 -0.1 0.1 -0.1
H 0.22234 0.41152 -1.94142 0.1 -0.2 0.2
H 0.08123 1.27343 -3.44189 -0.1 0.4 -0.3
H -0.93815 -0.15945 -3.13655 -0.2 -0.1 -0.2
```
Forces are in eV/Å.

- LUMO: 3.052 eV
- Energy relative to the best compared isomer or geometry (same formula, charge and spin): 2.75 kcal per mole
- Net charge: -1
- HOMO energy: -0.1044 Eh
- Gap between HOMO and LUMO: 5.894 eV

Results of the Mulliken charge analysis, in e, for atoms 1 through 6: number 1, C, carries -0.566; number 2, C, carries -0.563; number 3, S, carries -0.662; number 4, N, carries -0.646; number 5, H, carries 0.249; number 6, H, carries 0.349

C7H10N | the ωB97M-V functional and the def2-TZVPD basis

The geometry in XYZ format:
```
18
Properties=species:S:1:pos:R:3:forces:R:3
C 0.46825 -0.71518 -0.59023 -0.1 -0.1 -0.3
C 0.11771 -1.29536 0.61224 -0.1 -0.1 0.1
C 0.27972 -0.77883 1.88255 -0.1 -0.2 0.1
C 0.81727 0.43581 2.26522 0.0 0.1 0.2
C 1.33303 1.44629 1.47757 0.0 0.1 0.1
C 1.44170 1.47869 0.10142 0.0 0.1 -0.1
C 1.05465 0.51716 -0.81450 0.0 0.1 -0.2
H 0.23671 -1.29656 -1.46959 -0.1 0.0 -0.1
H -0.35141 -2.26742 0.55408 0.0 -0.1 0.0
H -0.06509 -1.40993 2.68750 -0.1 -0.1 0.1
H 0.83345 0.62220 3.32828 0.0 0.0 0.2
H 1.69111 2.31880 2.00579 0.0 0.1 0.0
H 1.87689 2.37724 -0.30915 0.1 0.1 -0.1
H 1.21747 0.77009 -1.85142 0.1 0.0 -0.1
N -2.49539 -0.58385 -2.35526 0.7 -0.1 0.4
H -3.04243 0.09308 -1.85550 -0.3 0.3 0.1
H -3.00909 -1.44600 -2.36590 -0.2 -0.3 -0.1
H -2.40455 -0.26623 -3.30309 0.0 0.1 -0.4
```
Forces are in eV/Å.

- LUMO: -5.385 eV
- Energy relative to the best compared isomer or geometry (same formula, charge and spin): 1.00 kcal per mole
- Net charge: +1
- HOMO energy: -0.4900 Eh
- Gap between HOMO and LUMO: 7.948 eV

Results of the Mulliken charge analysis, in e, for atoms 1 through 6: number 1, C, carries -0.066; number 2, C, carries -0.188; number 3, C, carries -0.203; number 4, C, carries -0.224; number 5, C, carries -0.225; number 6, C, carries -0.202

C15H15IrN3P | the ωB97M-V functional and the def2-TZVPD basis

The geometry in XYZ format:
```
35
Properties=species:S:1:pos:R:3:forces:R:3
C -1.66372 0.50262 -3.00569 -4.8 2.7 -0.4
C -1.47464 0.10520 -4.35933 -0.8 -0.2 0.9
C -0.35296 0.55277 -5.10004 -0.2 0.5 -1.7
C 0.68916 1.20980 -4.44740 0.6 1.2 0.2
C 0.68447 1.33072 -3.06350 2.1 4.0 -0.4
Ir -0.04854 -0.34839 -2.68156 1.4 -4.9 0.4
P 0.55894 -2.29767 -3.52243 0.6 -1.3 -0.2
H -2.57112 0.52514 -2.38559 0.0 -0.3 -0.8
H -2.20859 -0.53140 -4.87805 0.3 0.1 0.2
H -0.33936 0.42961 -6.18226 0.1 -0.1 0.2
H 1.40064 1.91921 -2.47782 0.1 -0.1 -0.6
H 1.53910 1.61072 -5.00921 -0.2 -0.2 -0.2
H 1.94501 -2.64492 -3.39734 -0.4 -0.7 -0.3
H 0.29596 -2.54678 -4.92457 0.3 -0.1 0.9
H -0.10198 -3.35640 -2.83698 0.5 -0.5 -0.6
N -1.36361 1.61371 7.75115 0.6 -0.7 -2.1
C -1.06591 1.27468 6.67286 -0.7 0.7 2.3
C -0.70394 0.87255 5.34709 0.1 -0.2 -0.3
C -1.61064 1.05421 4.29006 0.3 -0.1 -0.3
C -1.24678 0.69924 2.98946 0.3 -0.1 0.5
C 0.03938 0.17614 2.77717 0.1 -0.1 0.3
C 0.95359 -0.00298 3.82259 -0.6 0.1 0.3
C 0.55999 0.31171 5.12257 0.2 0.0 -0.6
N 0.43716 -0.22258 1.48795 0.5 -0.3 -0.8
C 1.68322 -0.76183 1.11349 -0.5 0.4 -0.1
C 1.64742 -0.91926 -0.23935 -0.7 0.2 1.1
N 0.39808 -0.53248 -0.69253 -0.3 0.1 2.1
C -0.31470 -0.10598 0.34936 1.7 -0.5 -0.1
H -2.59933 1.46439 4.48778 0.3 -0.1 0.0
H -1.94870 0.81481 2.15788 0.3 0.0 0.5
H 1.94608 -0.39935 3.61136 -0.4 0.1 0.3
H 1.25092 0.11241 5.93886 -0.3 0.2 -0.1
H 2.46254 -0.97823 1.83065 -0.2 0.1 -0.3
H 2.42639 -1.25028 -0.90232 -0.1 -0.1 -0.1
H -1.30354 0.31891 0.35572 0.1 -0.2 -0.4
```
Forces are in eV/Å.

- LUMO (alpha / beta): -0.580 / -0.688 eV
- Energy relative to the best compared isomer or geometry (same formula, charge and spin): 13.19 kcal per mole
- Net charge: 0
- HOMO energy (alpha / beta): -0.1701 / -0.2729 Eh
- Multiplicity: 5
- <S²>: 6.03
- Gap between HOMO and LUMO (alpha / beta): 4.050 / 6.739 eV

Results of the Mulliken charge analysis, in e, for atoms 1 through 6: number 1, C, carries -0.988; number 2, C, carries 0.056; number 3, C, carries -0.751; number 4, C, carries 0.082; number 5, C, carries -0.873; number 6, Ir, carries 0.724

For each record above, in turn, the calculated max |F| values are 0.00226 0.07282 0.09336 0.01074 0.01472 0.10765 hartree/bohr.